Below is a molecular structure, C38H32Br4FN3O3SiV, with properties calculated with ωB97M-V/def2-TZVPD.

Each line ends with the Mulliken spin population.
Cartesian coordinates (Å):
V -0.626 0.141 0.333  1.96
Br 7.034 0.005 -1.175  0.00
C 5.210 0.030 -0.637  0.00
C 4.891 0.087 0.707  0.00
Br 6.237 0.141 2.038  0.00
C 3.528 0.101 1.062  0.01
Br 3.025 0.205 2.885  0.00
C 2.506 0.056 0.130  0.00
O 1.253 0.105 0.527  -0.02
C 2.810 0.019 -1.300  0.01
O 1.920 -0.008 -2.173  0.00
C 4.211 0.004 -1.604  0.00
Br 4.598 -0.057 -3.459  0.00
C -0.372 2.994 3.627  0.23
C -1.706 3.427 3.743  -0.01
C -2.673 2.891 2.941  0.10
C -2.336 1.878 1.997  0.12
N -1.009 1.540 1.835  0.10
C -0.091 2.070 2.639  -0.05
C -3.286 1.204 1.194  0.11
C -4.695 1.373 1.330  0.11
C -5.549 0.694 0.510  -0.02
C -5.034 -0.189 -0.459  0.24
C -3.662 -0.346 -0.506  -0.07
N -2.809 0.298 0.277  0.09
H 0.423 3.381 4.245  0.01
H -1.975 4.194 4.461  0.00
H -3.693 3.237 3.016  0.03
H 0.919 1.720 2.454  -0.02
H -5.084 2.028 2.097  0.03
H -6.619 0.830 0.618  0.00
H -5.667 -0.742 -1.138  0.02
H -3.210 -1.029 -1.217  -0.02
C 0.785 3.462 -0.179  0.02
Si -0.380 2.958 -1.560  0.02
C 0.576 3.274 -3.154  0.00
C -1.861 4.132 -1.478  -0.01
N -0.825 1.301 -1.418  0.01
C -1.215 0.589 -2.508  -0.04
C -1.801 1.118 -3.671  0.00
C -2.102 0.341 -4.780  0.00
C -1.854 -1.020 -4.782  0.00
C -1.328 -1.604 -3.627  0.00
C -1.059 -0.817 -2.534  0.04
O -0.603 -1.338 -1.328  -0.02
C -0.345 -2.688 -1.185  0.02
C -1.389 -3.594 -1.091  -0.01
C -1.093 -4.928 -0.849  0.00
C 0.224 -5.338 -0.702  0.00
C 1.256 -4.414 -0.803  0.00
C 0.980 -3.076 -1.051  0.00
H 1.403 4.289 -0.537  0.00
H 1.448 2.642 0.095  0.00
H 0.267 3.801 0.717  0.00
H 0.998 4.282 -3.117  0.00
H -0.004 3.180 -4.070  0.00
H 1.399 2.558 -3.211  0.00
H -1.533 5.169 -1.369  0.00
H -2.473 3.878 -0.609  0.00
H -2.497 4.069 -2.362  0.00
H -2.024 2.176 -3.701  0.00
H -2.536 0.815 -5.654  0.00
H -2.063 -1.631 -5.651  0.00
H -1.119 -2.665 -3.591  0.00
H -2.410 -3.247 -1.184  0.00
H -1.900 -5.645 -0.758  0.00
H 0.445 -6.379 -0.499  0.00
H 2.285 -4.727 -0.684  0.00
H 1.749 -2.326 -1.148  0.00
F 2.265 -2.551 6.100  0.00
C 1.428 -2.272 5.051  -0.01
C 0.537 -1.227 5.165  0.01
C -0.313 -0.960 4.100  0.00
C -0.286 -1.712 2.920  -0.03
C -1.208 -1.434 1.804  0.04
C 0.654 -2.751 2.855  -0.01
C 1.505 -3.043 3.908  0.01
H 0.509 -0.634 6.070  0.00
H -1.026 -0.148 4.187  -0.01
H -2.174 -1.104 2.197  -0.01
H -1.381 -2.356 1.238  0.00
H 0.710 -3.346 1.950  0.00
H 2.232 -3.840 3.842  0.00

Summary:
Expectation value of S²: 3.7871
LUMO (spin up / spin down) in eV: 4.228 / 4.228
Total charge: -2
Calculated total energy in eV: -366995.7595
Multiplicity: 4
ΔE to the lowest compared entry with this formula, charge and spin in kcal per mole: 5.2

***

Below is a molecular structure, C38H32Cl5F6N2O4Re, with properties calculated with ωB97M-V/def2-TZVPD.

Each line ends with the Mulliken spin population.
Cartesian coordinates (Å):
Re -0.242 0.349 -0.010  2.38
O 2.894 5.836 -3.377  0.00
C 3.025 4.500 -3.857  0.00
C 2.453 3.527 -2.839  0.01
C 3.068 2.297 -2.614  -0.02
C 2.323 1.410 -1.846  -0.02
N 1.224 1.695 -1.163  0.00
C 0.801 3.012 -1.178  0.03
C 1.294 3.876 -2.074  0.00
C -0.219 3.324 -0.153  0.00
C -0.517 4.623 0.177  0.00
C -1.166 4.900 1.354  0.01
C -1.443 6.406 1.640  0.00
O -2.207 6.848 0.529  0.00
C -1.620 3.842 2.136  -0.01
C -1.315 2.526 1.748  0.03
N -0.647 2.294 0.617  -0.05
H 3.033 6.491 -4.116  0.00
H 3.984 4.146 -4.165  0.00
H 2.435 4.393 -4.755  0.00
H 3.971 1.977 -2.978  0.00
H 2.613 0.351 -1.642  0.01
H 0.922 4.870 -2.173  0.00
H -0.157 5.518 -0.381  0.00
H -0.499 6.974 1.658  0.00
H -1.974 6.560 2.630  0.00
H -2.409 7.822 0.499  0.00
H -2.104 4.143 3.024  0.00
H -1.630 1.672 2.339  0.01
Cl -3.520 1.911 -0.448  0.00
C -2.792 1.187 -1.870  0.00
C -1.572 0.504 -1.704  0.05
C -1.162 -0.031 -2.947  -0.01
Cl 0.469 -0.789 -3.101  0.00
C -1.902 -0.122 -4.099  -0.03
Cl -1.350 -0.818 -5.570  0.00
C -3.047 0.603 -4.161  0.04
Cl -3.929 0.834 -5.642  0.01
C -3.449 1.359 -3.063  -0.03
Cl -4.773 2.368 -3.169  0.00
C -3.650 -2.039 2.746  0.03
C -3.674 -2.134 1.340  -0.02
C -2.728 -1.428 0.607  0.10
C -1.766 -0.627 1.230  -0.08
C -1.641 -0.692 2.573  0.10
C -2.568 -1.402 3.360  -0.03
H -4.359 -2.406 3.484  0.00
H -4.495 -2.561 0.838  0.00
H -2.893 -1.436 -0.450  0.00
H -0.910 -0.216 3.234  0.01
H -2.525 -1.239 4.427  0.00
C 2.810 2.086 1.368  0.00
C 2.312 0.714 1.893  0.01
O 1.152 0.226 1.391  0.28
C 3.447 -0.455 1.688  -0.01
F 4.660 0.036 1.571  0.00
F 3.469 -1.320 2.694  0.00
F 3.225 -1.234 0.550  0.00
C 2.028 0.912 3.431  -0.01
F 1.344 2.068 3.606  0.00
F 3.100 1.099 4.180  0.00
F 1.319 -0.057 4.021  0.00
H 3.304 2.075 0.392  0.00
H 3.576 2.465 2.099  0.00
H 1.902 2.756 1.429  0.00
C 0.148 -8.331 -0.012  0.00
C 0.191 -6.845 -0.105  0.01
C -0.390 -6.032 -1.081  0.00
C -0.374 -4.611 -1.033  0.01
C -1.192 -3.762 -1.976  0.00
C 0.255 -4.051 0.102  0.02
C 0.462 -2.641 0.389  0.02
O 0.163 -1.708 -0.388  0.10
C 0.842 -4.874 1.087  0.02
C 1.518 -4.318 2.352  0.00
C 0.757 -6.229 0.993  0.00
H 0.235 -8.665 1.053  0.00
H 0.902 -8.831 -0.692  0.00
H -0.788 -8.754 -0.390  0.00
H -0.769 -6.526 -2.002  0.00
H -2.055 -4.247 -2.439  0.00
H -0.695 -3.216 -2.780  0.00
H -1.658 -3.072 -1.231  0.00
H 0.841 -2.326 1.349  0.00
H 0.844 -3.916 3.034  0.00
H 2.215 -3.518 2.023  0.00
H 2.070 -5.046 3.029  0.00
H 1.175 -6.854 1.763  0.00

Summary:
Expectation value of S²: 3.7799
LUMO (spin up / spin down) in eV: -3.479 / -4.054
Total charge: +1
Calculated total energy in eV: -132136.1258
Multiplicity: 4

***

Below is a molecular structure, C38H32ClN5O4PS2V, with properties calculated with ωB97M-V/def2-TZVPD.

Each line ends with the Mulliken spin population.
Cartesian coordinates (Å):
V -0.622 0.514 -0.039  2.11
S -0.706 -1.951 0.518  -0.04
C -2.258 -1.395 1.051  0.05
C -3.297 -2.170 1.581  -0.01
C -4.465 -1.544 1.955  0.01
C -4.601 -0.162 1.805  -0.01
C -3.541 0.537 1.276  0.06
N -2.409 -0.070 0.911  -0.07
H -3.158 -3.236 1.686  0.00
H -5.279 -2.126 2.368  0.00
H -5.505 0.352 2.094  0.00
H -3.571 1.612 1.132  0.00
C 3.273 3.296 -4.124  0.00
C 2.058 3.009 -4.730  0.00
C 1.242 2.012 -4.216  0.00
C 1.638 1.299 -3.090  0.01
C 2.849 1.604 -2.472  0.00
C 3.667 2.595 -2.993  0.00
P 0.623 -0.005 -2.354  -0.01
C 1.250 -1.551 -3.097  0.00
C 0.495 -2.714 -2.914  0.00
C 0.957 -3.930 -3.389  0.00
C 2.179 -4.004 -4.048  0.00
C 2.933 -2.855 -4.232  0.00
C 2.473 -1.633 -3.758  0.00
C -1.084 0.134 -2.882  -0.10
C -1.600 -0.071 -4.160  -0.01
C -2.966 0.039 -4.352  0.02
C -3.783 0.337 -3.264  -0.02
C -3.251 0.504 -1.993  -0.03
C -1.875 0.408 -1.759  0.04
H 3.905 4.079 -4.523  0.00
H 1.740 3.569 -5.599  0.00
H 0.285 1.806 -4.678  0.00
H 3.137 1.085 -1.564  0.00
H 4.602 2.832 -2.503  0.00
H -0.457 -2.659 -2.398  0.00
H 0.359 -4.822 -3.250  0.00
H 2.538 -4.955 -4.422  0.00
H 3.882 -2.904 -4.749  0.00
H 3.069 -0.741 -3.907  0.00
H -0.945 -0.331 -4.984  0.00
H -3.397 -0.111 -5.333  0.00
H -4.853 0.425 -3.410  0.00
H -3.939 0.708 -1.180  0.01
O 0.218 6.198 1.541  0.00
C -0.205 5.557 2.614  0.00
O -0.387 6.113 3.668  0.00
C -0.441 4.086 2.483  0.00
C -0.817 3.246 3.518  0.00
Cl -1.019 3.579 5.166  0.00
N -0.948 1.990 3.029  0.02
N -0.650 1.974 1.716  -0.02
C -0.352 3.217 1.379  0.03
C -0.009 3.416 -0.074  -0.01
O 0.308 4.528 -0.489  0.01
O -0.100 2.347 -0.754  -0.02
C -1.314 0.798 3.737  0.01
C -0.488 -0.309 3.661  0.02
C -0.858 -1.463 4.336  0.00
C -2.022 -1.496 5.087  0.00
C -2.840 -0.375 5.151  0.00
C -2.494 0.777 4.465  0.00
H 0.304 5.607 0.733  0.00
H 0.412 -0.261 3.063  -0.02
H -0.236 -2.347 4.263  0.00
H -2.299 -2.398 5.616  0.00
H -3.757 -0.401 5.725  0.00
H -3.135 1.648 4.484  0.00
C 3.191 -1.330 3.505  0.00
N 2.883 -1.848 2.196  0.00
C 3.046 -3.263 1.883  0.00
C 2.562 -3.359 0.425  0.00
N 2.333 -1.961 0.088  0.00
C 2.412 -1.152 1.153  -0.01
S 2.006 0.490 1.159  -0.01
H 2.523 -1.758 4.257  0.00
H 3.074 -0.250 3.492  0.00
H 4.221 -1.576 3.771  0.00
H 2.442 -3.866 2.564  0.00
H 4.091 -3.560 1.997  0.00
H 1.640 -3.934 0.332  0.00
H 3.314 -3.796 -0.231  0.00
H 1.798 -1.679 -0.719  -0.01

Summary:
Expectation value of S²: 2.0247
LUMO (spin up / spin down) in eV: 0.263 / 0.103
Calculated total energy in eV: -124739.2814
Multiplicity: 3
ΔE to the lowest compared entry with this formula, charge and spin in kcal per mole: 0.0

***

Below is a molecular structure, C38H32F5N5O12P2SeZr, with properties calculated with ωB97M-V/def2-TZVPD.

Each line ends with the Mulliken charge.
Cartesian coordinates (Å):
Zr -0.580 0.083 -0.318  0.59
C 2.140 -0.754 -3.476  -0.95
C 0.782 -0.316 -2.966  1.74
O 0.288 -0.994 -1.993  -0.76
C 0.116 0.686 -3.645  -2.12
C -1.224 1.004 -3.291  1.22
C -2.154 1.715 -4.228  -1.40
N -1.652 0.559 -2.150  1.07
N -3.008 0.524 -1.878  -0.54
C -3.240 -0.428 -1.011  0.75
O -2.327 -1.256 -0.598  -0.87
C -4.644 -0.516 -0.537  0.34
C -5.051 -1.565 0.281  -0.06
C -6.342 -1.598 0.786  -0.73
C -7.240 -0.592 0.465  -0.42
C -6.840 0.455 -0.358  -0.71
C -5.550 0.496 -0.857  -0.27
H 2.852 -0.721 -2.650  -0.02
H 2.077 -1.782 -3.841  0.17
H 2.491 -0.111 -4.281  0.41
H 0.572 1.167 -4.497  0.23
H -1.638 2.012 -5.139  0.44
H -3.002 1.070 -4.463  0.29
H -2.542 2.592 -3.707  0.17
H -4.328 -2.332 0.527  0.46
H -6.643 -2.408 1.440  0.40
H -8.245 -0.606 0.871  0.37
H -7.536 1.247 -0.610  0.38
H -5.197 1.319 -1.460  0.40
O 1.528 0.094 2.761  -0.61
P 2.251 -0.130 1.361  0.04
O 3.538 -0.798 1.562  -0.53
O 1.276 -0.630 0.318  -0.22
O 2.514 1.469 0.862  -0.41
P 1.134 2.110 0.373  0.20
O 1.505 3.648 0.323  -0.76
O 0.744 1.607 -1.004  0.09
O 0.071 1.772 1.383  -0.54
H 0.755 0.675 2.581  0.47
H 0.755 4.100 -0.123  0.22
C 7.921 0.287 2.063  -1.33
C 7.478 -0.803 1.126  0.80
C 8.162 -2.008 1.042  -0.83
C 7.752 -3.001 0.168  -0.38
C 6.627 -2.812 -0.630  -0.21
N 6.286 -3.854 -1.522  -0.02
C 5.191 -4.024 -2.340  0.22
O 5.352 -4.554 -3.436  -0.76
N 3.933 -3.646 -1.947  0.07
C 3.253 -3.611 -0.708  0.57
C 3.809 -3.891 0.532  -0.21
C 2.987 -3.840 1.649  -0.69
C 1.644 -3.537 1.491  -0.51
N 1.086 -3.349 0.299  -0.36
C 1.876 -3.372 -0.759  -0.51
C 5.934 -1.611 -0.550  0.39
C 6.364 -0.620 0.314  -0.72
H 8.761 -0.040 2.676  0.34
H 7.095 0.572 2.715  0.30
H 8.223 1.173 1.503  0.30
H 9.031 -2.180 1.668  0.28
H 8.302 -3.933 0.100  0.36
H 7.084 -4.340 -1.898  0.27
H 3.301 -3.663 -2.733  0.21
H 4.851 -4.143 0.642  0.39
H 3.399 -4.034 2.629  0.37
H 0.976 -3.464 2.342  0.36
H 1.382 -3.196 -1.708  0.42
H 5.050 -1.443 -1.146  0.38
H 5.797 0.296 0.381  0.35
O -2.232 0.849 0.862  -0.49
C -2.099 -0.081 1.697  1.75
O -1.084 -0.827 1.682  -0.73
C -3.201 -0.322 2.677  -0.12
C -4.179 0.648 2.865  -0.18
C -5.245 0.391 3.712  -0.66
C -5.343 -0.835 4.356  -0.41
C -4.368 -1.805 4.159  -0.65
C -3.290 -1.546 3.328  -0.41
H -4.091 1.577 2.317  0.48
H -6.004 1.146 3.869  0.40
H -6.184 -1.038 5.008  0.38
H -4.456 -2.764 4.655  0.37
H -2.517 -2.282 3.151  0.47
F -5.250 8.117 -0.150  -0.35
C -4.447 7.042 -0.285  0.80
C -4.904 5.771 0.020  -0.30
F -6.178 5.624 0.438  -0.33
C -4.075 4.677 -0.112  0.16
F -4.579 3.478 0.221  -0.14
C -2.747 4.759 -0.565  0.07
Se -1.604 3.262 -0.786  -0.09
C -2.333 6.075 -0.850  0.32
F -1.070 6.269 -1.272  -0.33
C -3.142 7.182 -0.727  -0.07
F -2.693 8.414 -1.044  -0.33

Summary:
LUMO in eV: 3.911
Total charge: -2
Calculated total energy in eV: -170753.9635
ΔE to the lowest compared entry with this formula, charge and spin in kcal per mole: 8.0